# 1
This record from the Open Molecules 2025 dataset describes a structure of composition C19H10FN7O5SSbSe4V. The level of theory is ωB97M-V/def2-TZVPD.

Output
- Net charge: -1
- Energy above the lowest of the compared OMol25 structures with the same formula, charge and spin: 12.1 kJ/mol
- 2S+1: 4
- Calculated total energy: -347705.256 eV

Cartesian coordinates (Å):
V: -0.32256 -0.59933 0.99958
S: -6.60084 1.37564 -2.47421
N: -5.37127 2.28983 -1.96541
C: -4.40276 1.46611 -1.61595
C: -3.10496 1.84711 -1.09538
C: -2.70245 3.16552 -0.91505
C: -1.44082 3.41888 -0.41438
C: -0.62983 2.34293 -0.07009
N: -1.00939 1.08413 -0.23498
C: -2.20896 0.83009 -0.76243
C: -2.54515 -0.58911 -0.95681
N: -1.60921 -1.48118 -0.59068
C: -1.88777 -2.76399 -0.75325
C: -3.08837 -3.22527 -1.29801
C: -4.05314 -2.31446 -1.64777
C: -3.78439 -0.95551 -1.46918
C: -4.73384 0.09176 -1.79676
N: -5.94841 -0.08748 -2.27973
H: -3.38682 3.96427 -1.16979
H: -1.08613 4.42814 -0.26399
H: 0.35182 2.48560 0.35878
H: -1.15860 -3.48468 -0.41718
H: -3.23328 -4.29024 -1.40651
H: -5.01163 -2.61845 -2.04761
Se: 1.60018 -2.28261 -2.15729
Sb: 1.52444 -3.83433 -0.32767
Se: 3.46026 -5.23924 0.24138
Se: 0.22153 -5.89454 -0.42265
Se: 1.00176 -2.55149 1.77646
F: 4.97992 2.54186 -1.58549
C: 4.99271 1.69609 -0.54749
C: 4.05056 1.75195 0.39315
N: 4.05057 0.91719 1.48780
C: 2.93180 0.94234 2.41129
C: 1.62269 0.57623 1.75005
O: 0.59324 0.50753 2.48326
O: 1.53233 0.33561 0.52163
C: 5.01684 -0.06410 1.64615
O: 5.05790 -0.81297 2.59450
N: 5.95884 -0.10076 0.63288
C: 6.06551 0.71156 -0.49204
O: 6.96377 0.58674 -1.29082
H: 3.24265 2.46603 0.33113
H: 2.83067 1.92782 2.87158
H: 3.12322 0.21283 3.19525
H: 6.64516 -0.83626 0.71947
O: -3.63503 0.52918 3.39520
C: -2.82425 0.02832 2.69305
N: -2.03853 -0.49528 1.96598



# 2
This record from the Open Molecules 2025 dataset describes an isolated molecule of C19H11F3N2O4S. The level of theory is ωB97M-V/def2-TZVPD.

Output
- Net charge: 0
- Energy above the lowest of the compared OMol25 structures with the same formula, charge and spin: 290.3 kJ/mol
- SMILES: COc1cc(Oc2ccc(C#N)c(C(F)(F)F)c2)ccc1/C=C1\SC(O)=NC1=O
- Calculated total energy: -50035.430 eV

Cartesian coordinates (Å):
N: 6.09880 2.61622 3.12367
O: -4.29450 -3.19690 -3.88016
F: 3.32502 1.11473 5.68522
F: 2.23959 -0.71689 5.09785
F: 4.46405 -0.51158 4.73694
C: 5.02747 2.12336 2.95944
N: -2.54830 -4.55328 -4.21393
O: -0.48311 -5.47912 -4.38504
O: -0.34917 1.87703 1.88684
O: -2.41738 1.19410 -2.57983
S: -0.78430 -3.49131 -2.37427
C: -3.10818 -3.49517 -3.65532
C: -1.34237 -4.57217 -3.77525
C: -2.36478 -2.72031 -2.64697
C: -2.73828 -1.57064 -1.97820
C: 3.28806 2.41489 1.53699
C: -0.77049 -0.35786 1.10090
C: 1.94061 2.36369 1.27271
C: -1.54000 1.53923 -0.29649
C: -1.27726 -1.24657 0.16539
C: 1.52171 0.98912 3.19913
C: 3.70275 1.76192 2.67033
C: -0.76754 1.02167 0.85975
C: 0.94694 1.73176 2.16280
C: -1.91475 0.68089 -1.32918
C: -1.94593 -0.69008 -1.03971
C: 2.84435 0.95752 3.48727
C: -2.19460 2.55057 -2.97458
C: 3.25313 0.21475 4.78469
H: -1.05660 -6.08012 -4.93008
H: -3.66426 -1.16290 -2.41747
H: 3.88597 3.00392 0.89698
H: -0.40083 -0.68302 2.05490
H: 1.65238 2.82434 0.30956
H: -1.50855 2.60344 -0.45494
H: -1.29500 -2.26711 0.35018
H: 0.79656 0.39679 3.67691
H: -2.12775 2.72295 -4.04286
H: -2.87568 3.21675 -2.46390
H: -1.21776 2.87540 -2.58027



# 3
This record from the Open Molecules 2025 dataset describes a structure of composition C19H12BrF4I2PPt. The level of theory is ωB97M-V/def2-TZVPD.

Output
- Net charge: +2
- Energy above the lowest of the compared OMol25 structures with the same formula, charge and spin: 0.0 kJ/mol
- Calculated total energy: -129531.122 eV

Cartesian coordinates (Å):
Pt: -1.61156 -2.00574 -0.34879
I: -2.80187 -4.38537 -0.90271
C: -0.93147 -5.27207 -0.44517
I: 0.34230 -3.66080 0.11436
H: -0.53136 -5.75602 -1.32908
H: -1.04010 -5.95578 0.38939
F: -3.96666 4.51029 -0.08741
C: -3.16504 3.47594 -0.05012
C: -1.82661 3.63730 0.28104
F: -1.35621 4.83138 0.55807
C: -0.98786 2.53092 0.31637
F: 0.28586 2.71902 0.63512
C: -1.45180 1.25466 0.02671
P: -0.33784 -0.17026 -0.02214
C: 0.79892 0.04849 -1.39211
C: 0.51378 -0.54914 -2.62333
C: 1.35163 -0.33985 -3.70600
C: 2.47338 0.46587 -3.56575
C: 2.75961 1.06494 -2.34539
C: 1.93087 0.85882 -1.25596
C: 0.55458 -0.22777 1.51863
C: 1.84598 -0.76384 1.54719
C: 2.51962 -0.85719 2.75421
C: 1.90800 -0.42704 3.92507
C: 0.62046 0.09424 3.89899
C: -0.06204 0.19224 2.69826
C: -2.79386 1.13247 -0.29545
Br: -3.53805 -0.56993 -0.71433
C: -3.65391 2.20601 -0.34055
F: -4.92838 2.04112 -0.65083
H: -0.36547 -1.17201 -2.74232
H: 1.12981 -0.80264 -4.65773
H: 3.12964 0.62655 -4.41044
H: 3.63063 1.69730 -2.24116
H: 2.16832 1.32465 -0.30913
H: 2.33495 -1.07749 0.63140
H: 3.52752 -1.24831 2.78041
H: 2.43986 -0.49610 4.86441
H: 0.15145 0.42790 4.81430
H: -1.06710 0.59725 2.68198



# 4
This record from the Open Molecules 2025 dataset describes a structure of composition C19H13BrClFeN2O2. The level of theory is ωB97M-V/def2-TZVPD.

Output
- Net charge: +1
- Energy above the lowest of the compared OMol25 structures with the same formula, charge and spin: 6.3 kJ/mol
- 2S+1: 5
- Calculated total energy: -143936.812 eV

Cartesian coordinates (Å):
Fe: 0.20842 -0.27462 -0.54143
Cl: 6.27097 -0.60506 3.43977
C: 4.99594 -0.59112 2.26469
C: 5.30771 -0.68327 0.90238
C: 4.31904 -0.67297 -0.05313
C: 2.97002 -0.56909 0.31494
O: 2.04152 -0.55950 -0.61778
C: 2.66029 -0.47465 1.69172
C: 1.32130 -0.35958 2.19312
O: 0.27600 -0.28710 1.53244
C: 3.69203 -0.49108 2.65422
H: 6.34557 -0.76717 0.60712
H: 4.55910 -0.75321 -1.10471
H: 1.22140 -0.32627 3.28618
H: 3.44340 -0.42275 3.70652
Br: -5.11201 -5.25119 -0.77477
C: -4.11753 -3.66165 -0.80301
C: -2.73521 -3.71601 -0.73965
C: -2.01847 -2.53122 -0.75921
C: -2.66407 -1.30894 -0.83698
C: -4.04995 -1.26470 -0.90469
C: -4.77725 -2.44097 -0.88735
N: -1.81921 -0.14580 -0.84078
C: -2.25703 1.04799 -0.85037
C: -1.30862 2.19247 -0.85098
C: -1.75484 3.49138 -0.90451
C: -0.80602 4.51417 -0.91517
C: 0.53083 4.18444 -0.87039
C: 0.89516 2.83993 -0.81412
N: -0.00736 1.87124 -0.80318
H: -2.22648 -4.66715 -0.67605
H: -0.93322 -2.57795 -0.71536
H: -4.58987 -0.32993 -0.97700
H: -5.85637 -2.41235 -0.94060
H: -3.32187 1.27108 -0.85929
H: -2.81498 3.70544 -0.93923
H: -1.11768 5.54900 -0.95821
H: 1.29669 4.94702 -0.87776
H: 1.93264 2.53114 -0.77740



# 5
This record from the Open Molecules 2025 dataset describes a structure of composition C19H13Cl2CuN4O5S. The level of theory is ωB97M-V/def2-TZVPD.

Output
- Net charge: -1
- Energy above the lowest of the compared OMol25 structures with the same formula, charge and spin: 12.2 kJ/mol
- 2S+1: 2
- Calculated total energy: -116637.048 eV

Cartesian coordinates (Å):
Cu: -0.07217 0.02984 0.07348
Cl: -5.63901 3.55315 -1.69512
C: -3.98608 3.03501 -1.53164
C: -3.69785 2.00495 -0.64401
C: -2.38859 1.56153 -0.49764
N: -1.94978 0.57751 0.38036
C: -2.59796 0.17974 1.47755
O: -3.77480 0.36021 1.79146
C: -1.66298 -0.52165 2.44396
C: -2.16110 -1.20014 3.54112
C: -1.26990 -1.77136 4.43073
C: 0.09047 -1.63115 4.20418
C: 0.50343 -0.94214 3.07867
N: -0.34969 -0.39181 2.21674
C: -1.35586 2.17688 -1.24814
C: -1.65846 3.21140 -2.12202
C: -2.97552 3.63228 -2.26671
Cl: -3.31482 4.92462 -3.38296
N: -0.08525 1.63898 -1.02951
C: 1.06950 2.21001 -1.36604
O: 1.29167 3.29564 -1.90616
C: 2.23483 1.29987 -1.02050
C: 3.50363 1.56105 -1.50921
C: 4.51794 0.65660 -1.24328
C: 4.23313 -0.47975 -0.50020
C: 2.94382 -0.66713 -0.03207
N: 1.97506 0.21688 -0.27884
H: -4.48153 1.55380 -0.05633
H: -3.23349 -1.26969 3.65709
H: -1.63130 -2.33225 5.28356
H: 0.82212 -2.05886 4.87551
H: 1.55653 -0.83305 2.84804
H: -0.87016 3.69856 -2.67364
H: 3.64769 2.46135 -2.08971
H: 5.51729 0.83256 -1.62130
H: 4.99498 -1.21805 -0.28884
H: 2.65109 -1.54185 0.53985
C: 0.06491 -4.46038 -0.86380
S: 0.13381 -3.14492 0.33879
O: -0.92100 -3.40790 1.29100
O: 1.48017 -3.14945 0.89710
O: -0.10550 -1.93492 -0.49151
H: 0.33186 -5.38931 -0.36404
H: 0.75724 -4.23394 -1.67244
H: -0.95997 -4.49740 -1.22923



# 6
This record from the Open Molecules 2025 dataset describes a structure of composition C19H13Cl3IrO3PSe2. The level of theory is ωB97M-V/def2-TZVPD.

Output
- Net charge: 0
- Energy above the lowest of the compared OMol25 structures with the same formula, charge and spin: 130.3 kJ/mol
- Calculated total energy: -206444.940 eV

Cartesian coordinates (Å):
Ir: -0.14336 0.01283 0.29914
Cl: 5.33366 4.56985 0.50000
C: 3.81272 3.77018 0.24494
C: 3.76668 2.39044 0.20013
C: 2.53444 1.79625 0.01612
Cl: 2.39341 0.04997 0.04434
C: 1.34184 2.49159 -0.15862
O: 0.19357 1.88122 -0.38879
C: 1.44503 3.88765 -0.09397
Cl: 0.00545 4.82895 -0.27653
C: 2.65657 4.52189 0.10767
H: 4.66175 1.79405 0.30523
H: 2.69313 5.60077 0.15758
Se: -2.54339 0.06246 -0.25055
P: -2.31724 -2.10072 -0.20000
Se: -0.19225 -2.43965 -0.27518
C: -3.23275 -2.89040 -1.53562
C: -4.60997 -2.67439 -1.60928
C: -5.32898 -3.17846 -2.67835
C: -4.67776 -3.89931 -3.67318
C: -3.31308 -4.12726 -3.59235
C: -2.58438 -3.61768 -2.52508
C: -3.00797 -2.78975 1.31795
C: -2.94375 -4.17411 1.48562
C: -3.43788 -4.75007 2.64075
C: -3.99268 -3.94888 3.63338
C: -4.05266 -2.57506 3.46949
C: -3.55729 -1.98824 2.31005
H: -5.11341 -2.10763 -0.83359
H: -6.39529 -3.00574 -2.74122
H: -5.23997 -4.28208 -4.51507
H: -2.80982 -4.69326 -4.36499
H: -1.51500 -3.77633 -2.46337
H: -2.50113 -4.79158 0.71228
H: -3.39131 -5.82335 2.76991
H: -4.37884 -4.40145 4.53763
H: -4.48635 -1.95318 4.24148
H: -3.59376 -0.91492 2.17988
O: 1.17292 -1.92949 2.43759
C: 0.49518 -1.03648 2.87904
O: -0.15241 -0.08864 2.23196
H: 0.38394 -0.89058 3.96490